Record 1
{
  "formula": "C6H17N2",
  "method": "ωB97M-V/def2-TZVPD",
  "energy_ev": -9470.363,
  "homo_ev": -13.30,
  "homo_lumo_gap_ev": 10.195,
  "multiplicity": 1,
  "charge": 1,
  "e_lumo_ha": -0.1140,
  "species": ["C", "C", "C", "C", "H", "H", "H", "H", "H", "H", "H", "H", "H", "H", "C", "C", "N", "N", "H", "H", "H", "H", "H", "H", "H"],
  "xyz": [[-0.891, 1.430, 2.525], [-1.461, -2.126, 0.931], [-1.460, -0.970, 1.932], [-0.847, 0.368, 1.425], [-1.942, 1.688, 2.796], [-0.382, 2.299, 2.164], [-0.352, 1.092, 3.362], [-1.771, -3.073, 1.351], [-0.449, -2.272, 0.525], [-2.197, -1.948, 0.085], [-0.912, -1.253, 2.784], [-2.575, -0.776, 2.319], [0.179, 0.203, 1.177], [-1.318, 0.758, 0.516], [1.141, -0.369, -1.575], [1.490, 0.912, -1.967], [2.748, 1.453, -2.175], [-0.300, -0.602, -1.470], [1.789, -1.094, -1.163], [0.658, 1.606, -2.184], [2.811, 2.371, -1.720], [3.496, 0.826, -1.876], [-0.527, -0.650, -0.464], [-0.623, -1.449, -1.921], [-0.852, 0.246, -1.854]],
  "forces_ev_per_angstrom": [[-1.3456, 0.0918, -1.2510], [-0.6876, 0.5255, -0.9365], [-2.8905, 1.0690, -0.6079], [-1.1170, -0.5354, 0.8725], [0.8673, -0.1864, -0.1114], [0.1209, 0.7987, -0.0937], [0.4738, -0.4839, 1.2671], [0.0206, -0.1223, 0.3087], [-0.1554, -0.2039, 0.0572], [0.8370, -0.0830, 0.7542], [0.7162, -0.3802, 1.1784], [2.3602, -0.3552, -0.8828], [1.0701, -0.2284, -0.1962], [-0.4103, 0.0077, 0.1190], [0.3190, 3.6237, -1.2984], [-0.4981, -1.6201, 0.3642], [-0.7040, -0.4683, 1.0836], [-0.6441, 1.7965, 0.0338], [0.3939, -0.7904, 0.1388], [0.5175, -0.2502, 0.0338], [0.2661, -0.3654, -0.5937], [-0.0929, 0.4081, -0.1601], [-0.3236, -0.1889, -0.4130], [-0.1614, -0.2681, -0.2382], [1.0680, -1.7907, 0.5717]]
}

---

Record 2
{
  "formula": "C6H17N2O",
  "method": "ωB97M-V/def2-TZVPD",
  "energy_ev": -11517.257,
  "homo_ev": -14.00,
  "homo_lumo_gap_ev": 10.998,
  "multiplicity": 1,
  "smiles": "CC(C)[C@@](N)(O)[C@@H](C)[NH3+]",
  "charge": 1,
  "e_lumo_ha": -0.1104,
  "species": ["C", "C", "C", "C", "N", "O", "C", "C", "N", "H", "H", "H", "H", "H", "H", "H", "H", "H", "H", "H", "H", "H", "H", "H", "H", "H"],
  "xyz": [[2.238, 0.901, 0.260], [1.374, -0.243, -0.032], [1.790, -0.832, -1.341], [-0.087, 0.199, -0.249], [-0.131, 1.426, -0.946], [-0.748, -0.970, -1.120], [-0.958, 0.193, 1.059], [-2.398, 0.486, 0.827], [-1.031, -1.323, 1.250], [2.670, 1.355, -0.674], [3.122, 0.614, 0.898], [1.883, 1.811, 0.888], [1.468, -1.074, 0.673], [1.894, -0.032, -1.991], [1.092, -1.611, -1.764], [2.803, -1.360, -1.124], [-0.980, 2.032, -0.658], [0.053, 1.457, -1.966], [-1.628, -0.564, -1.428], [-0.417, 0.772, 1.828], [-2.902, -0.170, 0.139], [-3.004, 0.477, 1.704], [-2.655, 1.386, 0.395], [-0.269, -1.756, 1.656], [-1.248, -1.529, 0.051], [-1.933, -1.643, 1.665]],
  "forces_ev_per_angstrom": [[2.7982, 3.2343, 2.1075], [-2.0504, -1.3000, -0.5692], [1.8269, -3.8110, 0.5330], [-0.3958, 0.1546, -0.8126], [-2.6634, 1.2588, 0.4275], [-2.5239, 1.9523, 0.5158], [0.7878, -1.6453, -1.1404], [-0.7515, -0.0238, 0.3096], [-3.8727, 0.9051, -1.2448], [-0.5185, -0.4116, 0.9083], [-0.6572, -0.1439, -0.8864], [-0.2215, -1.6589, -1.1297], [-0.2738, 0.3662, 0.4828], [0.5139, 1.1578, -1.7806], [1.0828, 0.9375, 0.5686], [-1.4752, 1.0876, -0.9046], [2.0445, -1.3466, -1.1197], [-0.0812, -0.2210, 1.2337], [1.8926, -0.6782, 0.0952], [-0.5327, -0.5397, -0.0624], [0.1256, -0.9106, -0.2474], [-0.1490, -0.2116, 1.0077], [0.0820, 2.5150, -0.7918], [1.9198, -1.1980, 0.8788], [1.8992, -0.0061, 1.3158], [1.1935, 0.5372, 0.3055]]
}

---

Record 3
{
  "formula": "C6H17N2Si",
  "method": "ωB97M-V/def2-TZVPD",
  "energy_ev": -17347.616,
  "homo_ev": -13.25,
  "homo_lumo_gap_ev": 8.852,
  "multiplicity": 1,
  "smiles": "CN(C)/C=[NH+]/[Si](C)(C)C",
  "charge": 1,
  "e_lumo_ha": -0.1615,
  "species": ["C", "N", "C", "C", "N", "Si", "C", "C", "C", "H", "H", "H", "H", "H", "H", "H", "H", "H", "H", "H", "H", "H", "H", "H", "H", "H"],
  "xyz": [[1.152, 0.402, -3.512], [0.267, 0.649, -2.340], [-0.895, 1.433, -2.548], [0.689, 0.249, -1.138], [-0.307, 0.286, 0.192], [-0.124, -0.398, 1.775], [-0.769, 1.096, 2.818], [-1.304, -1.969, 1.780], [1.598, -1.176, 2.176], [0.565, 0.339, -4.466], [1.909, 1.167, -3.461], [1.582, -0.603, -3.349], [-1.492, 1.570, -1.630], [-0.859, 2.515, -2.911], [-1.486, 0.829, -3.290], [1.714, -0.044, -1.126], [-1.047, 0.787, -0.215], [-1.819, 1.112, 3.013], [-0.232, 1.371, 3.727], [-0.615, 1.962, 2.058], [-0.867, -2.700, 2.499], [-2.339, -1.810, 1.949], [-1.197, -2.748, 0.965], [1.721, -2.332, 2.027], [2.431, -0.651, 1.706], [1.725, -1.338, 3.301]],
  "forces_ev_per_angstrom": [[-0.3417, -1.0935, 0.2246], [1.8398, -0.1490, 2.5561], [-3.1691, 0.5395, -0.8730], [-4.8748, 1.0214, 2.4518], [5.8404, 0.1247, -7.2171], [-0.9588, -2.4327, 2.0939], [1.4155, 0.9312, -2.0602], [2.3179, -1.1260, -0.3627], [-0.3111, -1.9301, 0.9497], [0.5056, 0.4952, 1.0672], [0.2793, 0.1944, -0.6971], [0.0435, 0.6063, -0.2490], [0.2217, -0.4355, -0.5124], [1.1087, -1.5324, 0.0905], [0.0589, 0.9701, 0.6926], [0.3794, -0.8612, 0.6652], [-1.4623, 0.4725, 0.4667], [-0.7305, -0.3932, 0.2013], [0.0407, -0.2497, -0.1007], [-0.1165, -1.1259, 1.4107], [-0.5506, 0.9298, 0.6533], [-0.8680, 0.1392, 0.3384], [-0.1394, 1.5743, -0.1892], [-0.6271, 2.0481, -0.9332], [0.1984, -0.1209, 0.4655], [-0.0997, 1.4036, -1.1330]]
}

---

Record 4
{
  "formula": "C6H17N3",
  "method": "ωB97M-V/def2-TZVPD",
  "energy_ev": -10964.477,
  "homo_ev": -6.12,
  "homo_lumo_gap_ev": 7.041,
  "multiplicity": 1,
  "e_lumo_ha": 0.0337,
  "species": ["C", "C", "C", "N", "N", "H", "H", "H", "H", "H", "H", "H", "H", "H", "H", "C", "N", "C", "C", "H", "H", "H", "H", "H", "H", "H"],
  "xyz": [[0.604, 1.766, 0.031], [-1.692, 1.122, 0.630], [-0.838, 0.755, -1.578], [-0.555, 0.841, -0.241], [1.309, 1.631, 1.261], [0.720, 1.683, 2.081], [1.858, 0.780, 1.256], [1.315, 1.607, -0.778], [0.207, 2.783, -0.055], [-2.014, 2.161, 0.511], [-1.422, 0.939, 1.671], [-2.526, 0.475, 0.367], [-1.811, 0.381, -1.861], [0.515, -0.783, -1.531], [-0.101, 1.078, -2.298], [-1.226, -1.893, 0.460], [2.314, -0.889, -0.405], [0.955, -1.381, -0.653], [0.046, -1.109, 0.459], [2.832, -0.814, -1.273], [2.820, -1.537, 0.192], [0.913, -2.432, -0.985], [0.472, -0.847, 1.417], [-1.045, -2.973, 0.432], [-1.845, -1.684, 1.332], [-1.808, -1.660, -0.443]],
  "forces_ev_per_angstrom": [[0.1029, 0.0718, -0.0421], [-0.0690, 0.0297, 0.0516], [0.0124, 0.0632, 0.3300], [0.1236, -0.4891, -0.3044], [-0.0791, -0.0851, 0.0237], [0.0542, 0.0139, -0.0295], [-0.0316, 0.0223, 0.0242], [-0.1070, -0.0518, 0.0264], [-0.0832, -0.0959, -0.0145], [0.0757, -0.0551, -0.0339], [0.0282, -0.0438, -0.0136], [0.0451, -0.0468, -0.0162], [0.0549, 0.1315, -0.0900], [0.0326, -0.3094, 0.2551], [-0.1615, 0.0188, 0.0705], [0.0951, 0.1705, 0.0306], [0.0897, -0.0690, 0.0450], [-0.1164, 0.1323, -0.0870], [-0.0719, 0.4109, -0.1911], [-0.0079, -0.0290, 0.0737], [-0.0151, 0.0525, -0.1034], [-0.0043, 0.1335, 0.0372], [0.0613, -0.0564, 0.0706], [0.0124, 0.0484, -0.0265], [-0.0226, -0.0085, 0.0138], [-0.0185, 0.0407, -0.1002]]
}

---

> Number 1 is which compound?

C6H17N2